# C6H11NS

A molecular structure, C6H11NS in a non-equilibrium geometry (ωB97M-V with the def2-TZVPD basis set, the OMol25 dataset).

Values from the calculation:
Multiplicity: 1
Gap between HOMO and LUMO (eV): 8.5
E (eV): -18714.7526
HOMO (eV): -8.67
Energy above the lowest of the compared OMol25 structures with the same formula, charge and spin (kcal per mole): 247.71
LUMO (eV): -0.2
Total charge: 0

Geometry as XYZ:
```
19
C6H11NS | the OMol25 dataset | ωB97M-V with the def2-TZVPD basis set
C 1.43215 0.22354 1.56801
C 0.41159 -1.31874 -0.38370
C -0.74667 -0.34459 -0.28642
C -2.16120 -1.07099 -0.12637
C -0.77971 0.94917 -0.41175
C 0.42523 1.75303 -1.14374
H 0.62305 1.56218 1.02860
H 0.95338 -0.52928 2.82528
H 3.05442 0.46738 1.65451
H 2.21230 -1.26479 0.51735
H -3.05864 -0.45347 0.40406
H -1.95030 -2.45391 0.42805
H -2.54561 -1.45759 -1.35067
H -1.77050 1.40591 -0.26458
H 0.72932 2.42687 -0.17733
H 1.18362 1.02584 -1.41437
H -0.11327 2.34193 -1.95171
N 1.34682 -0.85460 0.54902
S 0.75403 -2.40790 -1.46423
```

***

# C6H11O3P

C6H11O3P in the gas phase in a non-equilibrium geometry (ωB97M-V with the def2-TZVPD basis set, the OMol25 dataset).

Values from the calculation:
Multiplicity: 1
Gap between HOMO and LUMO (spin up / spin down) (eV): 7.7 / 7.7
E (eV): -21828.2679
HOMO (spin up / spin down) (eV): -8.54 / -8.54
Energy above the lowest of the compared OMol25 structures with the same formula, charge and spin (kcal per mole): 56.78
LUMO (spin up / spin down) (eV): -0.8 / -0.8
Total charge: 0

Geometry as XYZ:
```
21
C6H11O3P | the OMol25 dataset | ωB97M-V with the def2-TZVPD basis set
C -0.80921 1.34032 -0.35387
C 0.40499 0.63658 -0.83518
C -1.97361 0.44889 0.00152
C -1.97191 -1.06654 -0.64300
C -2.83712 0.56050 1.13826
C 4.04863 -0.99777 -0.01068
O 2.26602 0.76736 1.41112
O -2.08228 1.41138 -0.99258
O 2.89436 -0.59979 -0.69318
P 2.02252 0.57130 -0.03568
H -0.72537 2.25197 0.21923
H 0.56143 0.65470 -1.93325
H -1.07970 -1.61195 -0.19434
H -1.78915 -1.02622 -1.75797
H -2.95800 -1.47141 -0.29560
H -3.91715 0.51768 0.90257
H -2.50735 1.42477 1.76248
H -2.65303 -0.33865 1.78301
H 3.96907 -0.58118 1.09031
H 4.96400 -0.68697 -0.52338
H 4.17288 -2.20499 -0.03980
```

***

# C6H11O4V

A molecular structure, C6H11O4V in a non-equilibrium geometry (ωB97M-V with the def2-TZVPD basis set, the OMol25 dataset).

Values from the calculation:
Multiplicity: 4
Expectation value of S²: 3.764
Gap between HOMO and LUMO (spin up / spin down) (eV): 7.9 / 9.3
E (eV): -40267.4412
HOMO (spin up / spin down) (eV): -11.50 / -13.03
LUMO (spin up / spin down) (eV): -3.6 / -3.7
Total charge: +1

Geometry as XYZ:
```
22
C6H11O4V | the OMol25 dataset | ωB97M-V with the def2-TZVPD basis set
O 1.40832 -0.89210 0.40771
C 0.89374 -0.87457 1.73944
C -0.39492 -0.08754 1.68971
O -0.22522 1.08000 0.89588
C -1.41540 1.62557 0.32034
C -1.37359 1.77608 -1.18966
O -0.16239 1.41607 -1.77952
V 1.25687 0.97398 -0.53046
H 1.64927 -0.40752 2.38389
H 0.70676 -1.88867 2.11435
H -0.73572 0.17162 2.70141
H -1.14403 -0.71367 1.17927
H -1.59595 2.58800 0.81802
H -2.24280 0.93060 0.53089
H -1.56932 2.83838 -1.42542
H -2.17638 1.15323 -1.62008
C 1.04090 -0.42411 -2.18897
O 0.74934 -1.61416 -1.67320
C 1.34407 -1.99767 -0.43991
H 0.89905 -0.50342 -3.27740
H 0.71416 -2.80892 -0.05540
H 2.37326 -2.34118 -0.60087
```

***

# C6H11OP

C6H11OP in the gas phase in a non-equilibrium geometry (ωB97M-V with the def2-TZVPD basis set, the OMol25 dataset).

Values from the calculation:
Multiplicity: 1
Gap between HOMO and LUMO (eV): 9.6
E (eV): -17736.0659
HOMO (eV): -8.51
Energy above the lowest of the compared OMol25 structures with the same formula, charge and spin (kcal per mole): 20.16
LUMO (eV): 1.1
Total charge: 0
SMILES: COP1C=C(C)CC1

Geometry as XYZ:
```
19
C6H11OP | the OMol25 dataset | ωB97M-V with the def2-TZVPD basis set
C -0.31799 0.71352 0.91304
C -1.34531 0.18385 0.27254
C -1.14505 -1.14024 -0.40824
C 0.22300 -1.73104 -0.03716
C -2.69970 0.82531 0.18231
C 3.19852 0.92824 -0.34411
O 2.05024 0.11867 -0.48439
P 1.27871 -0.47706 0.86200
H -0.31567 1.66068 1.42140
H -1.94849 -1.82787 -0.13031
H -1.21885 -0.98528 -1.48887
H 0.10146 -2.58325 0.63785
H 0.76516 -2.08443 -0.91596
H -2.62338 1.85703 -0.15747
H -3.16892 0.83822 1.16513
H -3.34020 0.27806 -0.50295
H 3.04113 1.75169 0.35343
H 3.40904 1.33217 -1.33443
H 4.05629 0.34174 -0.00382
```

***

# C6H11P

C6H11P in the gas phase in a non-equilibrium geometry (ωB97M-V with the def2-TZVPD basis set, the OMol25 dataset).

Values from the calculation:
Multiplicity: 1
Gap between HOMO and LUMO (eV): 9.2
E (eV): -15685.4242
HOMO (eV): -9.26
Energy above the lowest of the compared OMol25 structures with the same formula, charge and spin (kcal per mole): 55.79
LUMO (eV): 0.0
Total charge: 0
SMILES: [H]/P=C/[C@@H](C=C)CC

Geometry as XYZ:
```
18
C6H11P | the OMol25 dataset | ωB97M-V with the def2-TZVPD basis set
C 1.90174 1.31290 -1.40663
C 1.05948 0.29028 -1.27335
C 0.90506 -1.02391 1.11061
C -2.23104 -0.14088 0.92968
C -1.42697 -0.01101 -0.34413
C 0.15747 0.14352 -0.05214
P 1.90365 -0.05646 2.10361
H 2.69175 1.17702 -2.17486
H 2.14879 2.10832 -0.67591
H 1.07732 -0.49565 -2.03891
H 0.79932 -2.04079 0.80548
H -1.57558 0.39007 1.66201
H -3.22980 0.30387 0.72963
H -2.37813 -1.20688 1.27667
H -1.55979 -0.84363 -1.13839
H -1.65676 0.87935 -0.86127
H 0.07632 1.10657 0.57347
H 2.79347 -0.95540 2.66853
```

***

# C6H11P

C6H11P in the gas phase in a non-equilibrium geometry (ωB97M-V with the def2-TZVPD basis set, the OMol25 dataset).

Values from the calculation:
Multiplicity: 1
Gap between HOMO and LUMO (eV): 8.5
E (eV): -15685.5716
HOMO (eV): -7.52
Energy above the lowest of the compared OMol25 structures with the same formula, charge and spin (kcal per mole): 52.39
LUMO (eV): 1.0
Total charge: 0
SMILES: C#CCC[P@@H](=C)C

Geometry as XYZ:
```
18
C6H11P | the OMol25 dataset | ωB97M-V with the def2-TZVPD basis set
C 1.26230 1.68612 0.36979
C 2.23330 1.72034 -0.32796
C -1.44386 -2.14727 0.25406
C 0.11449 1.58351 1.24501
C -0.91106 0.59493 0.68687
C 0.11821 -0.79608 -1.69335
P -0.21634 -0.98788 0.08069
H 1.12725 -0.87054 0.56798
H 3.08485 1.76109 -0.93947
H -1.19964 -3.07064 -0.26894
H -1.68911 -2.32930 1.29703
H 0.45624 1.24591 2.22795
H -0.34661 2.56939 1.36766
H -1.66197 0.33251 1.43829
H -1.44715 1.02247 -0.16651
H 0.37121 0.23323 -1.93708
H 0.93939 -1.44863 -1.98769
H -0.79151 -1.09915 -2.21435
```

***

# C6H11P

C6H11P in the gas phase in a non-equilibrium geometry (ωB97M-V with the def2-TZVPD basis set, the OMol25 dataset).

Values from the calculation:
Multiplicity: 1
Gap between HOMO and LUMO (eV): 7.1
E (eV): -15684.0289
HOMO (eV): -7.57
Energy above the lowest of the compared OMol25 structures with the same formula, charge and spin (kcal per mole): 87.96
LUMO (eV): -0.5
Total charge: 0
SMILES: CC/C=C\C#[PH]C

Geometry as XYZ:
```
18
C6H11P | the OMol25 dataset | ωB97M-V with the def2-TZVPD basis set
C -1.18670 -1.19733 0.45956
C 0.05804 -1.51632 0.04643
C -1.85551 0.20032 0.20903
C -1.45957 0.58563 -1.22891
C 0.88665 -0.85670 -0.95431
C 2.00760 0.83059 0.97802
P 2.35861 -0.30952 -0.39536
H -1.68982 -2.04067 0.97630
H 0.50798 -2.53252 0.39027
H -2.88028 0.16489 0.35874
H -1.49658 0.80011 1.05389
H -1.93306 -0.13105 -1.87322
H -1.41772 1.60864 -1.57082
H -0.39612 0.59688 -1.15627
H 2.79000 1.07057 1.65954
H 1.32426 0.31748 1.66193
H 1.46655 1.74569 0.64568
H 2.91567 0.66330 -1.26051
```

***

# C6H11P

C6H11P in the gas phase in a non-equilibrium geometry (ωB97M-V with the def2-TZVPD basis set, the OMol25 dataset).

Values from the calculation:
Multiplicity: 1
Gap between HOMO and LUMO (spin up / spin down) (eV): 7.0 / 8.6
E (eV): -15683.7088
HOMO (spin up / spin down) (eV): -7.93 / -8.52
Energy above the lowest of the compared OMol25 structures with the same formula, charge and spin (kcal per mole): 95.34
LUMO (spin up / spin down) (eV): -0.9 / 0.1
Total charge: 0
SMILES: [H]/P=C1/[C@H](C)C[C@@H]1C

Geometry as XYZ:
```
18
C6H11P | the OMol25 dataset | ωB97M-V with the def2-TZVPD basis set
C 0.36448 -0.48945 0.97433
C -0.22104 1.11043 -0.22037
C -0.85899 0.38660 0.97007
C 1.14897 0.43578 0.02480
C -2.28532 -0.04943 0.71638
C 1.67688 -0.07059 -1.26921
P 0.89655 -2.27249 2.29978
H -0.58992 0.59129 -1.21974
H -0.52256 2.14877 -0.31627
H -0.83039 1.00518 1.90268
H 1.92476 1.02991 0.50564
H -2.80489 -0.25838 1.69789
H -2.37044 -1.01012 0.13592
H -2.98555 0.59525 0.06040
H 1.05808 0.04121 -2.13972
H 1.75034 -1.16229 -1.19101
H 2.66331 0.31450 -1.54324
H 2.30061 -2.15520 1.88563
```

***

# C6H11P

C6H11P in the gas phase in a non-equilibrium geometry (ωB97M-V with the def2-TZVPD basis set, the OMol25 dataset).

Values from the calculation:
Multiplicity: 1
Gap between HOMO and LUMO (eV): 9.6
E (eV): -15685.7790
HOMO (eV): -8.74
Energy above the lowest of the compared OMol25 structures with the same formula, charge and spin (kcal per mole): 47.60
LUMO (eV): 0.8
Total charge: 0
SMILES: CC(C)(C)C#CP

Geometry as XYZ:
```
18
C6H11P | the OMol25 dataset | ωB97M-V with the def2-TZVPD basis set
C -0.27807 0.54858 -0.58411
C -0.70484 0.98510 -1.70388
C -0.51059 0.07356 1.73718
C 0.16507 -1.73429 0.19609
C 1.76378 0.17730 0.72962
C 0.25628 -0.25925 0.47839
P -1.90229 2.01080 -2.52702
H -0.00598 -0.14307 2.70951
H -1.56271 -0.27532 1.80504
H -0.62659 1.19025 1.62515
H 0.72946 -2.30102 1.01633
H 0.85688 -1.99094 -0.59527
H -0.78742 -1.96951 -0.19785
H 2.23649 -0.80032 0.83005
H 2.21335 0.45422 -0.29709
H 2.07395 0.90992 1.44005
H -2.77413 0.90946 -2.90587
H -1.14266 2.21456 -3.75635
```

***

# C6H12

C6H12 in the gas phase (ωB97M-V with the def2-TZVPD basis set, the OMol25 dataset).

Values from the calculation:
Multiplicity: 1
Gap between HOMO and LUMO (eV): 10.4
E (eV): -6416.0501
HOMO (eV): -9.27
Energy above the lowest of the compared OMol25 structures with the same formula, charge and spin (kcal per mole): 20.54
LUMO (eV): 1.1
Total charge: 0
SMILES: C=C(CC)CC

Geometry as XYZ:
```
18
C6H12 | the OMol25 dataset | ωB97M-V with the def2-TZVPD basis set
C 1.58257 0.89599 1.32170
C 0.71572 -0.30690 0.94692
C -0.60186 0.03659 0.30424
C -1.39688 1.03088 0.66944
C -1.03160 -0.89578 -0.80177
C -0.10558 -0.77698 -2.02313
H 0.97971 1.61431 1.85114
H 1.99642 1.45876 0.47540
H 2.41028 0.59815 1.96246
H 1.27726 -1.02323 0.34485
H 0.47332 -0.83563 1.86957
H -1.18711 1.75921 1.45538
H -2.36732 1.17649 0.20735
H -2.05038 -0.66657 -1.12329
H -1.08680 -1.92730 -0.44265
H -0.34499 0.15153 -2.55683
H -0.20605 -1.60909 -2.72431
H 0.94327 -0.68043 -1.73647
```

***

# C6H12

C6H12 in the gas phase in a non-equilibrium geometry (ωB97M-V with the def2-TZVPD basis set, the OMol25 dataset).

Values from the calculation:
Multiplicity: 1
Gap between HOMO and LUMO (eV): 10.0
E (eV): -6414.1309
HOMO (eV): -8.79
Energy above the lowest of the compared OMol25 structures with the same formula, charge and spin (kcal per mole): 64.80
LUMO (eV): 1.2
Total charge: 0
SMILES: C/C=C/CCC

Geometry as XYZ:
```
18
C6H12 | the OMol25 dataset | ωB97M-V with the def2-TZVPD basis set
C -1.20495 -0.66870 1.74797
C -1.12146 0.69314 1.26082
C -0.95839 0.94916 -0.20126
C -0.00729 -0.11316 -0.85744
C 1.32365 0.15861 -0.88276
C 2.17621 -0.58313 -1.83318
H -2.12680 -1.09259 2.28177
H -1.17739 -1.49970 0.93507
H -0.55179 -0.97649 2.53671
H -2.04371 1.28983 1.75160
H -0.29576 1.18197 1.80457
H -1.94622 0.90714 -0.48695
H -0.58590 1.93155 -0.51629
H -0.31803 -1.13085 -0.76089
H 1.68371 1.10482 -0.46526
H 3.19384 -0.58715 -1.48262
H 1.75489 -1.53668 -1.99235
H 2.20539 -0.02775 -2.83953
```

***

# C6H12

2 unconnected molecules or ions with the total composition C6H12 in a non-equilibrium geometry (ωB97M-V with the def2-TZVPD basis set, the OMol25 dataset).

Values from the calculation:
Multiplicity: 1
Gap between HOMO and LUMO (eV): 8.4
E (eV): -6412.8962
HOMO (eV): -7.74
Energy above the lowest of the compared OMol25 structures with the same formula, charge and spin (kcal per mole): 93.27
LUMO (eV): 0.6
Total charge: 0
SMILES: C=CCC.C=C

Geometry as XYZ:
```
18
C6H12 | the OMol25 dataset | ωB97M-V with the def2-TZVPD basis set
C -0.16215 1.10372 -0.83361
C 1.33224 1.08348 -0.77792
C -0.78098 -0.34721 -0.68811
C -2.12257 -0.51378 -0.70509
H -0.57995 1.70592 -0.02497
H -0.51499 1.49695 -1.78707
H -0.20010 -1.06990 -1.25580
H 1.60178 0.39023 0.15841
H 1.78648 0.68857 -1.68500
H 1.77581 2.03131 -0.47954
H -2.57992 -1.40385 -1.10928
H -2.78153 0.18786 -0.21270
C -0.14888 -0.91483 1.36305
C 1.21261 -0.73053 1.47110
H 1.61207 0.02835 2.13015
H -0.52569 -1.91927 1.24229
H -0.80172 -0.25885 1.92672
H 1.87748 -1.55815 1.26738
```

***

Q: Which value of E does entry 12 give?
A: -6412.8962 eV

***

Q: What is the E in the seventh record?
A: -15684.0289 eV